Molecular formula: C36H35F11N5O2
Method: DFT, the ωB97M-V functional and the def2-TZVPD basis

* total charge: +1
* orbital gap: 5.61 eV

Atoms and positions in Å:
1 O -1.73 1.01 4.14
2 C -1.79 -0.09 4.71
3 N -2.95 -0.60 5.21
4 C -4.23 0.09 5.03
5 C -4.81 -0.26 3.65
6 C -5.24 -1.74 3.55
7 C -6.55 -1.77 2.76
8 C -6.96 -0.30 2.54
9 N -5.91 0.47 3.13
10 N -0.69 -0.96 4.89
11 C 0.62 -0.70 4.49
12 C 1.56 -1.76 4.40
13 C 2.87 -1.50 4.01
14 C 3.84 -2.64 3.84
15 F 5.12 -2.27 4.16
16 F 3.53 -3.72 4.62
17 F 3.87 -3.08 2.54
18 C 3.31 -0.21 3.73
19 C 2.39 0.84 3.85
20 C 2.87 2.25 3.60
21 F 1.91 3.19 3.83
22 F 3.95 2.56 4.38
23 F 3.28 2.40 2.30
24 C 1.06 0.60 4.19
25 H -2.89 -1.41 5.82
26 H -4.90 -0.29 5.82
27 H -4.07 1.17 5.15
28 H -3.98 -0.09 2.94
29 H -4.44 -2.29 3.05
30 H -5.39 -2.16 4.55
31 H -6.42 -2.28 1.80
32 H -7.34 -2.27 3.34
33 H -7.06 -0.09 1.46
34 H -7.94 -0.07 2.98
35 H -6.02 1.47 3.27
36 H -0.91 -1.90 5.20
37 H 1.25 -2.77 4.62
38 H 4.34 -0.02 3.45
39 H 0.36 1.42 4.22
40 C -2.37 7.48 -1.08
41 N -2.69 6.07 -1.10
42 C -1.88 5.14 -1.70
43 O -0.88 5.37 -2.36
44 C -2.50 3.77 -1.41
45 C -1.65 2.93 -0.46
46 C -0.29 2.68 -1.04
47 C 0.83 3.42 -0.64
48 F 0.69 4.37 0.32
49 C 2.07 3.27 -1.25
50 F 3.11 4.05 -0.89
51 C 2.23 2.30 -2.25
52 F 3.43 2.15 -2.85
53 C 1.14 1.52 -2.64
54 F 1.29 0.60 -3.62
55 C -0.09 1.72 -2.04
56 F -1.16 1.00 -2.48
57 N -3.82 4.12 -0.86
58 C -4.71 3.16 -0.53
59 C -5.90 3.39 0.15
60 C -6.82 2.39 0.48
61 C -8.17 2.67 0.88
62 C -9.15 1.64 0.90
63 C -10.44 1.86 1.38
64 C -10.81 3.14 1.81
65 C -9.91 4.21 1.69
66 C -8.62 3.99 1.21
67 C -3.95 5.56 -0.57
68 C -4.03 5.86 0.94
69 C -5.12 6.25 -1.30
70 H -1.34 7.62 -1.43
71 H -3.05 8.05 -1.73
72 H -2.46 7.86 -0.06
73 H -2.62 3.21 -2.35
74 H -1.53 3.47 0.49
75 H -2.16 1.98 -0.27
76 H -4.46 2.16 -0.88
77 H -6.15 4.42 0.40
78 H -6.55 1.35 0.26
79 H -8.87 0.66 0.48
80 H -11.15 1.03 1.41
81 H -11.81 3.31 2.20
82 H -10.22 5.22 1.96
83 H -7.96 4.84 1.05
84 H -3.11 5.50 1.43
85 H -4.13 6.94 1.08
86 H -4.89 5.36 1.39
87 H -4.98 6.16 -2.39
88 H -6.08 5.80 -1.02
89 H -5.14 7.31 -1.02

=====

Molecular formula: C6H18N6Si
Method: DFT, the ωB97M-V functional and the def2-TZVPD basis

* spin multiplicity: 3
* energy above the lowest of the compared OMol25 structures with the same formula, charge and spin: 0.000 eV
* orbital gap (spin up / spin down): 5.58 / 7.08 eV

Atoms and positions in Å:
1 C 1.31 -0.54 -4.00
2 C -2.80 0.31 3.60
3 C 0.69 2.79 -1.59
4 C 1.05 0.37 2.45
5 C 1.71 -1.79 0.04
6 C -1.79 -0.92 -0.70
7 N 0.83 0.53 -3.19
8 N -1.42 0.36 3.25
9 N 1.17 0.56 -1.95
10 N -1.21 -0.23 2.17
11 N 1.12 1.49 -1.13
12 N 0.02 -0.31 1.73
13 Si -0.01 -0.91 0.11
14 H 2.29 -0.82 -3.64
15 H 1.21 -0.16 -5.11
16 H 0.55 -1.37 -3.99
17 H -3.01 -0.67 4.14
18 H -3.31 0.45 2.62
19 H -2.96 1.12 4.24
20 H -0.48 2.75 -1.70
21 H 0.98 3.51 -0.75
22 H 1.12 3.04 -2.62
23 H 0.52 0.60 3.36
24 H 1.90 -0.40 2.58
25 H 1.52 1.32 2.06
26 H 2.13 -2.25 1.04
27 H 1.76 -2.67 -0.65
28 H 2.44 -1.05 -0.23
29 H -2.30 -0.04 -0.23
30 H -1.56 -0.73 -1.71
31 H -2.28 -1.87 -0.60

=====

Molecular formula: C27H55Cl8N2
Method: DFT, the ωB97M-V functional and the def2-TZVPD basis

* total charge: -1
* orbital gap: 3.98 eV

Atoms and positions in Å:
1 C 2.40 -3.25 0.47
2 C 3.44 -3.41 -0.63
3 C 4.84 -2.99 -0.16
4 C 4.98 -1.47 -0.13
5 C 5.81 -0.88 1.03
6 C 6.64 0.38 0.70
7 C 5.98 1.65 1.23
8 C 4.74 1.96 0.39
9 C 3.58 2.63 1.09
10 C 2.42 2.91 0.13
11 C 1.03 2.52 0.67
12 C -0.13 3.47 0.32
13 C -1.35 2.69 -0.15
14 C -1.95 1.81 0.95
15 C -2.68 0.57 0.44
16 C -3.15 -0.36 1.56
17 C -4.64 -0.24 1.92
18 C -5.29 -1.56 2.38
19 C -6.12 -2.21 1.26
20 C -5.26 -2.77 0.12
21 N -6.04 -3.15 -0.99
22 C -5.25 -3.69 -2.03
23 C -4.77 -2.74 -3.15
24 C -4.67 -1.28 -2.76
25 N -4.47 -3.08 -4.33
26 H 1.39 -3.51 0.15
27 H 2.34 -2.22 0.83
28 H 2.66 -3.87 1.33
29 H 3.45 -4.45 -0.96
30 H 3.16 -2.80 -1.49
31 H 5.60 -3.43 -0.81
32 H 5.01 -3.40 0.85
33 H 5.41 -1.12 -1.07
34 H 3.97 -1.04 -0.08
35 H 5.12 -0.62 1.83
36 H 6.47 -1.66 1.43
37 H 7.66 0.28 1.08
38 H 6.72 0.48 -0.38
39 H 5.68 1.49 2.28
40 H 6.67 2.49 1.23
41 H 5.05 2.58 -0.47
42 H 4.37 1.03 -0.04
43 H 3.91 3.56 1.57
44 H 3.23 1.97 1.89
45 H 2.61 2.34 -0.78
46 H 2.41 3.96 -0.18
47 H 0.76 1.54 0.26
48 H 1.09 2.38 1.75
49 H 0.18 4.17 -0.46
50 H -0.40 4.08 1.19
51 H -2.12 3.36 -0.54
52 H -1.05 2.05 -0.99
53 H -2.64 2.44 1.54
54 H -1.16 1.49 1.64
55 H -2.03 0.04 -0.26
56 H -3.55 0.89 -0.14
57 H -2.55 -0.17 2.45
58 H -2.96 -1.40 1.27
59 H -4.79 0.54 2.68
60 H -5.17 0.10 1.02
61 H -5.91 -1.39 3.27
62 H -4.51 -2.27 2.69
63 H -6.74 -3.03 1.63
64 H -6.80 -1.46 0.83
65 H -4.64 -3.61 0.56
66 H -4.47 -1.99 -0.10
67 H -4.29 -4.16 -1.67
68 H -5.76 -4.51 -2.58
69 H -3.83 -0.80 -3.26
70 H -4.59 -1.19 -1.68
71 H -5.59 -0.77 -3.06
72 H -4.63 -4.09 -4.42
73 C -3.58 3.46 -2.09
74 Cl -4.60 2.08 -1.69
75 Cl -2.21 3.03 -3.12
76 H -4.18 4.19 -2.62
77 H -3.18 3.87 -1.17
78 C -1.30 -2.56 -2.33
79 Cl -1.37 -3.29 -0.72
80 Cl 0.29 -2.75 -3.09
81 H -2.04 -3.04 -2.96
82 H -1.51 -1.50 -2.23
83 C -2.41 2.37 4.52
84 Cl -1.97 0.72 4.96
85 Cl -1.01 3.36 4.09
86 H -3.07 2.31 3.65
87 H -2.90 2.83 5.37
88 C 8.19 2.58 -2.54
89 Cl 6.86 1.49 -2.96
90 Cl 7.64 4.23 -2.24
91 H 8.65 2.21 -1.63
92 H 8.89 2.60 -3.37

=====

Molecular formula: C19H28GaI2N3O
Method: DFT, the ωB97M-V functional and the def2-TZVPD basis

* total charge: -2
* orbital gap (spin up / spin down): 2.39 / 2.99 eV

Atoms and positions in Å:
1 C -2.08 -0.12 -3.01
2 I -3.46 1.24 -3.15
3 H -2.26 -1.05 -3.57
4 H -1.20 0.47 -3.44
5 H -2.08 -0.30 -1.88
6 C 1.38 3.57 -3.07
7 C 1.25 1.46 -2.30
8 N 1.15 2.78 -1.96
9 H 1.90 3.00 -5.13
10 I 3.33 -1.26 -1.14
11 N 1.62 1.48 -3.62
12 H 1.32 4.67 -3.00
13 Ga 0.96 -0.06 -1.19
14 C -0.05 -1.19 -2.44
15 O -0.21 -2.19 -3.00
16 C 1.65 2.78 -4.07
17 C 1.88 0.33 -4.46
18 H 2.51 0.67 -5.29
19 H 0.95 -0.08 -4.89
20 H 2.41 -0.45 -3.90
21 C 0.85 3.28 -0.64
22 H 0.83 4.38 -0.68
23 H 1.61 2.97 0.09
24 H -0.13 2.91 -0.29
25 C -0.55 2.57 3.21
26 C 0.37 1.53 2.58
27 C 1.79 1.62 3.16
28 C -0.19 0.11 2.74
29 C -0.54 -0.37 3.99
30 C -1.02 -1.67 4.15
31 C -1.20 -2.49 3.03
32 C -0.86 -2.06 1.76
33 C -1.07 -3.01 0.57
34 C -0.15 -4.23 0.66
35 C -2.53 -3.45 0.46
36 C -0.28 -0.74 1.57
37 N 0.16 -0.30 0.43
38 H -0.63 2.42 4.29
39 H -1.56 2.50 2.78
40 H -0.17 3.59 3.03
41 H 0.43 1.71 1.50
42 H 1.78 1.38 4.23
43 H 2.45 0.92 2.66
44 H 2.19 2.64 3.04
45 H -0.42 0.29 4.85
46 H -1.27 -2.04 5.15
47 H -1.61 -3.50 3.16
48 H -0.80 -2.43 -0.32
49 H -0.39 -4.83 1.54
50 H -0.26 -4.86 -0.24
51 H 0.90 -3.92 0.73
52 H -3.20 -2.58 0.42
53 H -2.69 -4.05 -0.44
54 H -2.81 -4.06 1.33

=====

Molecular formula: C4H10O2
Method: DFT, the ωB97M-V functional and the def2-TZVPD basis

* energy above the lowest of the compared OMol25 structures with the same formula, charge and spin: 2.766 eV
* SMILES: C=CC=C.O.O
* orbital gap: 9.61 eV

Atoms and positions in Å:
1 C -1.66 0.39 0.58
2 C -2.25 -0.78 0.25
3 C -1.56 -2.04 0.12
4 C -1.70 -3.07 -0.70
5 H -0.59 0.55 0.49
6 H -2.42 1.08 0.93
7 H -3.27 -0.80 -0.12
8 H -0.93 -2.21 1.00
9 H -1.00 -3.93 -0.62
10 H -2.30 -3.05 -1.61
11 O 3.42 1.24 -0.90
12 H 2.71 0.65 -1.16
13 H 3.10 2.05 -0.47
14 O 2.64 3.43 0.53
15 H 3.59 3.56 0.49
16 H 2.22 2.90 1.20

=====

| no. | F_max (eV Å⁻¹) |
| --- | --- |
| 1 | 2.688 |
| 2 | 2.902 |
| 3 | 1.442 |
| 4 | 6.023 |
| 5 | 2.171 |